1.
Below is 2 unconnected molecules or ions with the total composition C13H23FNO3 at a distorted geometry, with properties calculated with the ωB97M-V functional and the def2-TZVPD basis.

The geometry in XYZ format:
```
41
Properties=species:S:1:pos:R:3:forces:R:3
F 1.446421 -2.013013 4.913627 0.0490 -1.9670 -1.2425
C 1.372468 -3.122989 4.004559 0.3768 -0.1234 -0.7395
C 2.825866 -3.454652 3.334675 -0.5239 0.1169 -1.0212
C 2.658559 -3.196830 1.765931 0.0115 0.9565 -1.9605
C 2.384264 -1.702131 1.329545 0.1823 -3.8238 -3.8189
C 2.183224 -1.489506 -0.230739 0.8140 -3.5933 2.4922
C 2.281477 -2.732151 -1.162107 0.0579 1.3596 3.3005
N 2.525189 -4.066532 -0.639939 -0.1328 2.5185 1.8745
C 2.725825 -4.365032 0.753471 -0.6995 4.3024 0.7580
H 1.017584 -4.099530 4.476008 0.2625 1.7422 -0.0528
H 0.633660 -2.813785 3.173068 1.1264 -0.4852 1.4421
H 3.134278 -4.544722 3.478926 -0.5647 1.4943 -0.0054
H 3.659218 -2.803513 3.775227 -1.3402 -0.7842 -0.6904
H 2.337842 -0.856490 2.105682 0.0578 -1.4636 -1.4044
H 1.967058 -0.434380 -0.599478 0.3231 -1.7789 0.1805
H 2.150616 -2.557475 -2.277388 0.2447 -0.7689 1.6769
H 2.551101 -4.861361 -1.296194 -0.0131 0.7232 0.3406
H 2.902071 -5.422958 1.149872 -0.2944 1.6598 -1.1467
C -1.325230 3.432031 -3.851216 0.3484 -0.1103 0.1531
O -1.229982 3.504490 -2.437965 -0.4919 -0.1382 -0.3422
C -2.335813 4.154387 -1.823952 0.2553 -0.2878 0.5712
C -2.885697 3.344608 -0.642122 -0.2591 0.3219 -0.1768
O -3.488644 2.090282 -0.966727 0.4252 -0.0845 0.0297
C -2.647421 1.071437 -1.500935 -0.1876 -0.0582 -0.1657
C -1.565873 0.522514 -0.569703 -0.1730 0.3807 -0.2249
O -0.593207 1.510838 -0.249125 -0.2020 -0.2175 0.3919
C -0.336907 1.625973 1.136902 0.1971 0.1652 -0.2765
H -0.886652 4.325128 -4.302600 -0.1253 0.0199 -0.1587
H -0.755624 2.557785 -4.182326 0.0255 0.1357 0.0594
H -2.356726 3.300940 -4.191328 0.0013 0.0915 0.0369
H -3.141045 4.354607 -2.534586 0.0213 -0.1054 -0.0952
H -1.972706 5.114104 -1.441140 -0.2281 0.0909 0.0967
H -3.689159 3.942762 -0.195612 -0.0069 -0.1349 -0.1631
H -2.144354 3.224617 0.141314 0.2804 -0.0163 -0.0861
H -2.228032 1.385905 -2.455630 0.2687 0.0756 0.1050
H -3.319404 0.241067 -1.742562 -0.0257 0.0362 0.1866
H -1.046819 -0.296053 -1.079148 -0.1544 -0.1903 -0.1139
H -2.040249 0.113595 0.330974 0.0748 0.1347 0.0088
H -1.237363 1.483195 1.738971 -0.0019 -0.0717 -0.0025
H 0.040089 2.632096 1.328632 0.0651 -0.0801 -0.0506
H 0.430096 0.900736 1.435138 -0.0443 -0.0423 0.2337
```
Positions in Å, forces in eV/Å.

Charge: +1
Total energy (eV): -24191.4097
F_max (eV Å⁻¹): 5.4

Here are the Löwdin charges for atoms 1 to 6, given in e: atom 1 (F): -0.08, atom 2 (C): -0.15, atom 3 (C): -0.12, atom 4 (C): -0.12, atom 5 (C): 0.08, atom 6 (C): 0.04



2.
Below is 2 unconnected molecules or ions with the total composition C2H8N2 at a distorted geometry, with properties calculated with the ωB97M-V functional and the def2-TZVPD basis.

The geometry in XYZ format:
```
12
Properties=species:S:1:pos:R:3:forces:R:3
C 3.903025 -0.701460 0.516316 -0.4918 -1.2055 -0.6831
H 3.425911 -0.249005 1.403761 0.5818 -0.4271 -0.2656
H 4.207469 0.093831 -0.182382 -0.0137 -0.4130 0.2997
H 4.737266 -1.431844 0.703126 -0.5969 1.1500 0.2717
H 3.135668 -1.355444 0.012890 0.5174 0.8962 0.3768
N -3.311483 -0.158882 -1.017004 0.6327 -0.7978 1.6695
C -2.751198 0.801020 -0.169892 1.5663 1.2771 -0.8674
N -1.762051 0.674968 0.681205 -2.0717 1.8395 0.2276
H -3.636161 -0.022942 -1.965659 0.1402 0.5556 0.5928
H -3.201364 -1.130607 -0.734416 0.2015 0.4392 -0.2869
H -3.089302 1.820473 -0.448283 -0.2173 -0.5315 0.2653
H -1.657776 1.659890 1.200335 -0.2485 -2.7828 -1.6004
```
Positions in Å, forces in eV/Å.

Charge: 0
Total energy (eV): -5183.0526
F_max (eV Å⁻¹): 3.2
SMILES string: [H]/N=C/N.C

Here are the Löwdin charges for atoms 1 to 6, given in e: atom 1 (C): -0.07, atom 2 (H): 0.02, atom 3 (H): 0.01, atom 4 (H): 0.02, atom 5 (H): 0.02, atom 6 (N): 0.05



3.
Below is a single C8H14N2O molecule at a distorted geometry, with properties calculated with the ωB97M-V functional and the def2-TZVPD basis.

The geometry in XYZ format:
```
25
Properties=species:S:1:pos:R:3:forces:R:3
C 0.329059 0.709970 -0.188727 1.7751 1.6163 1.5789
C 2.789613 -0.028129 -0.208697 0.0596 0.9296 0.9109
C -1.186290 0.555614 -0.050488 1.4088 -3.1879 0.9363
C 1.340552 -0.497205 -0.057029 1.3884 0.0595 0.7243
C -1.580709 1.015197 1.387222 -0.7716 4.3232 -4.1228
C -1.897470 1.186307 -1.183032 -1.1132 1.0358 -1.5074
C 1.443734 -1.260688 1.306477 1.0661 3.0342 1.2026
C 0.924890 -1.412298 -1.188644 -1.2613 0.8173 -1.5316
N 4.863307 0.857696 0.670012 -1.2952 1.2303 0.0500
N 3.718020 0.386130 0.435007 0.0404 -1.1079 -2.1647
O 0.803122 1.836974 -0.278925 -0.7261 -1.5007 -0.2943
H -1.441229 -0.584646 -0.074884 0.4316 1.8123 -0.0294
H -2.655825 1.272185 1.239114 0.6674 -0.2932 1.0644
H -0.998641 1.918550 1.698367 -0.7064 -0.3551 -0.5608
H -1.341480 0.338599 2.065701 0.4126 -3.3951 3.0437
H -1.599451 2.208719 -1.450274 0.4578 -0.1434 0.5225
H -2.935790 1.342369 -0.808022 0.2454 -0.6054 -1.0827
H -1.754262 0.630572 -2.175020 -0.7542 0.4123 1.5523
H 2.127779 -2.065610 1.350345 0.6298 -1.1400 -0.8965
H 0.539410 -1.581834 1.720958 -1.6681 -0.4908 0.4074
H 1.956182 -0.576215 2.084364 -1.1995 -0.6407 -1.1080
H 1.713533 -1.954587 -1.700984 0.1686 -0.0668 0.3227
H 0.416318 -0.752555 -1.991549 0.6965 -1.2603 0.9744
H 0.177733 -2.089722 -0.775174 -0.0433 -0.1852 -0.3975
H 5.503980 0.183741 1.035454 0.0907 -0.8981 0.4054
```
Positions in Å, forces in eV/Å.

Charge: 0
Total energy (eV): -13546.3720
F_max (eV Å⁻¹): 6.0

Here are the Löwdin charges for atoms 1 to 6, given in e: atom 1 (C): -0.32, atom 2 (C): 0.06, atom 3 (C): -0.38, atom 4 (C): -0.42, atom 5 (C): -0.02, atom 6 (C): -0.09



4.
Below is a single C37H53BrIO2P molecule at a distorted geometry, with properties calculated with the ωB97M-V functional and the def2-TZVPD basis.

The geometry in XYZ format:
```
95
Properties=species:S:1:pos:R:3:forces:R:3
C 6.734205 -1.879741 1.853299 0.6064 0.2088 -0.2849
C 8.041576 -1.354164 1.194855 -1.0343 -0.8647 0.0469
C 7.720593 -0.815700 -0.211780 1.0981 0.5231 0.0783
C 7.115709 0.612444 -0.218448 -0.0727 -0.7853 -0.0814
C 5.583751 0.614052 -0.331413 0.4082 0.9527 -0.0733
C 4.990370 2.042641 -0.156611 0.0105 -0.8193 0.0814
C 3.575301 2.025585 0.464267 -0.3619 0.3722 -0.7732
C 2.541403 2.843466 -0.355516 -0.0855 0.4042 0.7399
C 1.445034 3.446112 0.563578 0.0273 -1.2807 -1.0635
C 0.378681 2.348102 0.891486 0.2197 1.7186 0.3089
C -1.000579 3.034240 1.074262 0.4102 -0.3877 0.9513
C -1.871787 2.291836 2.114534 -0.4206 -0.0890 -0.4410
C -2.775578 1.134349 1.543295 0.5259 0.2476 0.6359
C -2.409837 0.684534 0.143643 -0.5396 0.5486 1.1017
C -2.961831 1.295775 -0.985100 -0.9843 -0.3145 -0.0648
P -4.194480 2.656183 -0.933597 0.2826 1.3740 -0.0901
C -5.597447 2.260064 0.225235 -0.2188 0.0191 0.1696
C -6.937012 2.941314 -0.181588 0.5131 -0.3858 0.5594
C -4.983111 2.625164 -2.622665 -0.8040 -1.2015 0.2038
C -5.706330 1.285739 -2.927322 0.6463 -0.2005 -0.0646
C -2.536719 0.857176 -2.221028 -0.0718 0.2720 -0.6043
C -1.638343 -0.167911 -2.382871 1.0201 -0.4701 -0.9771
C -1.252880 -0.561053 -3.798880 -0.5174 0.4450 0.3340
C -2.395884 -1.242823 -4.591793 1.4640 0.4398 -1.1868
C -1.769119 -1.947241 -5.832309 -0.0112 -0.1576 0.3893
Br -3.447995 -2.476821 -3.518776 -0.0222 0.2017 -0.1167
C -1.125971 -0.804613 -1.272082 0.3683 -0.3582 -0.0544
C -1.509801 -0.350724 -0.015818 0.5146 -0.7384 0.5153
C -0.866367 -1.077742 1.148901 0.0571 0.3402 -0.1277
O -0.432431 -0.497345 2.128873 -0.3749 -0.5316 -0.5156
C -0.776119 -2.576161 0.954086 -0.1162 0.9776 0.7007
C -0.428782 -3.032123 -0.301746 0.0224 0.8913 -0.6201
C -0.359801 -4.378333 -0.566675 0.2464 0.3210 -0.7747
C -0.649240 -5.244464 0.452982 0.0890 -1.5879 -0.0976
C -0.968104 -4.814835 1.713741 -0.1394 0.4100 0.8374
C -1.035612 -3.460416 1.995952 -0.4554 0.2356 0.3776
C -1.369325 -2.913803 3.369340 1.2516 -0.0387 0.1236
I -2.694067 -4.179630 4.504458 -0.1668 0.2123 -0.1310
C -0.063218 -2.741234 4.187116 -0.3079 -0.3515 0.5479
C -0.287024 -1.913890 5.471438 0.0913 -0.5297 -0.4692
C -0.171740 -1.971714 -1.345043 0.3325 -0.1394 -0.2056
O 0.748340 -2.056547 -2.140459 -0.7643 -0.0771 0.4344
H 6.085797 -1.047389 2.138067 -0.0251 -0.2271 0.1463
H 6.220913 -2.483251 1.096321 -0.1067 0.0622 0.2249
H 6.944534 -2.532094 2.705993 -0.1204 0.2732 0.0490
H 8.704982 -2.227142 1.141196 0.0841 0.2611 -0.2343
H 8.544696 -0.615600 1.827370 -0.1127 0.0472 -0.1726
H 8.671563 -0.772046 -0.763071 -0.1896 -0.0589 0.0041
H 7.087559 -1.528987 -0.751298 -0.0141 0.1135 0.0910
H 7.539297 1.167577 -1.064464 -0.1225 0.0412 0.1536
H 7.458951 1.112199 0.696997 -0.2263 0.0844 -0.1134
H 5.139725 -0.092448 0.374205 0.0428 0.0990 -0.0558
H 5.326313 0.306659 -1.352664 -0.0672 -0.3600 0.2651
H 5.662445 2.661012 0.449850 -0.0818 -0.1120 -0.0323
H 4.984020 2.482782 -1.160773 -0.1701 0.1764 0.2332
H 3.586427 2.439178 1.479421 0.1609 -0.1537 -0.0917
H 3.202275 0.997151 0.536967 0.1518 0.0917 0.1117
H 3.047428 3.647254 -0.904340 0.0115 -0.1184 0.1085
H 2.030014 2.206590 -1.087565 0.2879 0.0955 -0.0921
H 0.950697 4.266022 0.031028 0.1205 0.0624 0.2380
H 1.927535 3.788020 1.484099 -0.2892 0.3206 -0.1115
H 0.664169 1.930591 1.860610 -0.1057 -0.4776 -0.3175
H 0.394480 1.597616 0.098319 -0.1429 -0.1104 0.2433
H -1.510895 3.205170 0.122785 0.0261 -0.0714 0.1130
H -0.787282 4.026225 1.495283 -0.1020 -0.0974 -0.1098
H -2.517415 2.998769 2.651519 0.0184 -0.0526 -0.2415
H -1.220844 1.857865 2.878872 0.0320 0.0797 -0.1827
H -3.814064 1.444378 1.651671 0.1094 -0.1547 -0.4141
H -2.646417 0.286793 2.221132 -0.2059 0.0877 -0.0949
H -5.326162 2.709305 1.186843 0.2312 -0.1151 -0.2020
H -5.728072 1.191030 0.427812 -0.0882 0.1123 -0.2471
H -7.585206 2.206175 -0.659116 -0.0611 0.3735 -0.2024
H -7.418536 3.281323 0.740080 -0.1300 -0.0898 -0.2106
H -6.777006 3.830206 -0.795132 -0.1258 -0.1883 -0.0768
H -5.762329 3.392257 -2.663595 0.4019 0.2123 0.1872
H -4.259725 2.877290 -3.401411 0.0501 0.0128 0.2336
H -5.072230 0.422521 -2.686651 -0.0349 0.1566 -0.0927
H -5.954999 1.193814 -3.990800 -0.2141 0.0859 0.2011
H -6.597921 1.166569 -2.307972 -0.0170 0.1556 -0.2495
H -2.900644 1.302175 -3.142818 -0.1108 0.0689 0.2130
H -1.056310 0.389475 -4.317493 0.0437 -0.2551 -0.1124
H -0.324114 -1.124749 -3.845822 -0.2571 -0.1632 0.2030
H -3.006214 -0.439804 -5.010139 -0.6405 -0.3519 0.6285
H -0.695593 -1.737142 -5.879981 -0.1585 0.0342 0.0255
H -1.871222 -3.031072 -5.744183 -0.0555 0.1373 -0.2096
H -2.206690 -1.592995 -6.768404 -0.1241 -0.2114 0.1384
H -0.111613 -4.693800 -1.574617 0.0188 -0.1542 0.1711
H -0.634821 -6.318441 0.284293 0.0560 0.1407 -0.1304
H -1.187608 -5.501884 2.524234 0.0198 -0.1417 -0.2815
H -1.823060 -1.927400 3.305447 -0.3248 -0.2811 -0.0132
H 0.284116 -3.740656 4.480153 0.0660 0.1108 -0.1734
H 0.719024 -2.312404 3.554994 -0.3073 0.1454 -0.0277
H -1.058706 -1.158045 5.294337 0.3034 0.1395 0.1359
H 0.660068 -1.468426 5.783322 -0.2427 0.1466 0.0571
H -0.639762 -2.577967 6.265265 0.0024 0.2118 -0.0027
```
Positions in Å, forces in eV/Å.

Charge: 0
Total energy (eV): -130755.9241
F_max (eV Å⁻¹): 1.9

Here are the Löwdin charges for atoms 1 to 6, given in e: atom 1 (C): -0.11, atom 2 (C): -0.26, atom 3 (C): -0.23, atom 4 (C): -0.21, atom 5 (C): -0.21, atom 6 (C): -0.20



5.
Below is a single C3H2N2O molecule at a distorted geometry, with properties calculated with the ωB97M-V functional and the def2-TZVPD basis.

The geometry in XYZ format:
```
8
Properties=species:S:1:pos:R:3:forces:R:3
C -1.494689 -0.301852 -0.098687 1.0759 0.4812 -1.5803
C 1.007424 -0.312580 0.067198 -0.1538 -1.3935 -0.4322
C -0.312269 -0.110683 -0.753025 3.9985 1.5777 0.7820
N -2.451238 -0.646463 0.406608 -2.4316 -0.6452 1.4282
N 1.041035 0.791556 0.814750 3.3026 -0.9821 -2.6879
O 1.853161 -1.132759 -0.175866 -0.4039 0.2884 0.2506
H 0.075454 0.593539 -1.510637 -1.6740 -0.5224 -0.2730
H 0.281121 1.119239 1.249658 -3.7137 1.1958 2.5127
```
Positions in Å, forces in eV/Å.

Charge: 0
Total energy (eV): -8166.5068
F_max (eV Å⁻¹): 4.6

Here are the Löwdin charges for atoms 1 to 6, given in e: atom 1 (C): -0.25, atom 2 (C): -0.60, atom 3 (C): 0.10, atom 4 (N): 0.20, atom 5 (N): 0.29, atom 6 (O): 0.10



6.
Below is a molecular structure, C8H9Cl2N2O2 at a distorted geometry, with properties calculated with the ωB97M-V functional and the def2-TZVPD basis.

The geometry in XYZ format:
```
23
Properties=species:S:1:pos:R:3:forces:R:3
C 0.254642 1.292110 0.044489 0.0865 -0.4991 -1.1033
C 1.343262 0.486363 0.043240 -0.0793 -0.4960 -0.0282
C -1.053255 0.638959 0.012918 -3.5900 0.2700 -0.7326
C 1.353127 -1.015240 -0.134153 1.2859 0.3566 0.4525
C -1.217284 -0.774288 0.573997 0.3614 1.1148 -1.8409
C -2.226202 1.308040 -0.357666 3.9451 0.6400 -0.0764
C 0.229081 2.790992 -0.014582 -0.6973 -0.1155 -3.0437
C 2.623766 -1.820097 -0.060440 0.7998 1.4843 3.4520
N 0.215587 -1.584199 -0.322745 -1.5821 1.4397 -0.6936
N -2.293869 -1.500264 -0.014556 -1.4380 -1.2237 2.2278
O -0.063090 -2.719995 -0.772538 1.1063 -1.1547 0.2152
O -0.926113 -0.869691 1.750799 0.0489 -0.4668 2.5739
Cl 2.969699 1.263702 0.085923 -0.8379 -0.2972 -0.0040
Cl -3.839392 0.801973 -0.377217 -0.8540 0.0080 0.0706
H -2.120426 2.334478 -0.765977 -0.2510 -0.7708 0.4745
H 1.171022 3.211864 0.152064 1.4413 0.6458 0.1816
H -0.403971 3.022548 0.767615 -1.4211 1.2022 1.5976
H -0.226829 3.312459 -1.016024 1.0802 -1.5913 2.1784
H 2.691966 -2.541178 -0.801381 0.0961 -1.4563 -1.3467
H 2.794627 -2.317329 1.013791 -0.7874 0.7536 -2.1735
H 3.466568 -1.113863 -0.097075 -0.1296 -0.5163 -0.3826
H -1.963997 -2.286697 -0.566251 0.4717 -0.0159 -0.0467
H -2.778918 -1.920648 0.855765 0.9444 0.6885 -1.9519
```
Positions in Å, forces in eV/Å.

Charge: -1
Total energy (eV): -40559.5747
F_max (eV Å⁻¹): 4.0

Here are the Löwdin charges for atoms 1 to 6, given in e: atom 1 (C): -0.29, atom 2 (C): -0.44, atom 3 (C): -0.16, atom 4 (C): -0.31, atom 5 (C): -0.68, atom 6 (C): -0.54